P.
DFT (wB97M-V/def2-TZVPD) results for one molecule with the formula CH2N2O2S.

Structure (ORCA input):
```
! RIJCOSX wB97M-V def2-TZVPD def2/J DEFGRID3
* xyz 0 1
C -0.49 0.14 -0.13
N 0.40 1.06 0.37
N -1.08 1.23 0.46
O 1.88 -1.85 -0.63
O -0.65 -1.07 -0.40
S 0.52 -2.35 -0.80
H 0.83 1.70 -0.29
H -1.41 1.14 1.42
*
```

Values from the calculation:
Molecular weight, Da: 106.11
Frontier orbital gap (alpha / beta), eV: 6.731 / 6.735

Atomic partial charges in e from the Löwdin method, atoms 1 to 2:
1 C -0.4290
2 N 0.1407

Q.
DFT (wB97M-V/def2-TZVPD) results for a 2-piece molecular cluster, CH2N2O2S overall.

Structure (ORCA input):
```
! RIJCOSX wB97M-V def2-TZVPD def2/J DEFGRID3
* xyz 0 1
C -0.66 1.05 -1.95
N -0.57 1.43 -3.02
N 0.58 -1.15 0.74
O -1.52 0.13 1.21
O 0.69 1.29 1.39
S -0.18 0.34 0.76
H 1.57 -1.17 0.55
H 0.08 -1.92 0.31
*
```

Values from the calculation:
Molecular weight, Da: 106.11
Frontier orbital gap (alpha / beta), eV: 8.277 / 7.098

Atomic partial charges in e from the Löwdin method, atoms 1 to 2:
1 C -0.2211
2 N -0.0575

Result of the stability comparison: Q is the most stable of them.

P.
DFT (wB97M-V/def2-TZVPD) results for a 2-piece molecular cluster, C7H17N overall.

Structure (ORCA input):
```
! RIJCOSX wB97M-V def2-TZVPD def2/J DEFGRID3
* xyz 0 1
C 0.18 -0.04 2.08
C 0.43 0.65 0.78
N 0.09 0.14 -0.37
C 1.47 0.12 -1.05
C 2.40 1.35 -1.12
C 2.25 -1.16 -0.77
H 0.43 -1.10 2.00
H 0.77 0.33 2.92
H -0.89 0.01 2.32
H 0.64 1.73 0.89
H 1.20 0.06 -2.11
H 3.12 1.10 -1.91
H 1.86 2.21 -1.52
H 2.93 1.58 -0.20
H 1.55 -1.98 -0.69
H 2.96 -1.36 -1.54
H 2.72 -1.10 0.22
C -3.16 -0.03 0.70
C -2.92 -0.60 -0.69
H -4.02 0.64 0.72
H -2.28 0.58 0.94
H -3.17 -0.79 1.48
H -2.08 -1.30 -0.70
H -3.78 -1.21 -0.94
H -2.72 0.16 -1.44
*
```

Values from the calculation:
Molecular weight, Da: 115.22
SMILES: C/C=N/C(C)C.CC
Frontier orbital gap, eV: 8.749

Atomic partial charges in e from the Löwdin method, atoms 1 to 2:
1 C -0.0581
2 C -0.2475

Q.
DFT (wB97M-V/def2-TZVPD) results for one molecule with the formula C7H17N.

Structure (ORCA input):
```
! RIJCOSX wB97M-V def2-TZVPD def2/J DEFGRID3
* xyz 0 1
C 3.15 0.20 2.19
C 2.28 0.94 1.19
N 1.49 0.06 0.35
C 0.62 0.75 -0.59
C -0.29 -0.31 -1.27
C -1.59 -0.51 -0.50
C -2.54 0.70 -0.65
C -2.38 -1.74 -0.96
H 2.55 -0.43 2.86
H 3.79 -0.54 1.72
H 3.71 0.93 2.77
H 1.61 1.63 1.73
H 2.96 1.51 0.54
H 0.98 -0.63 0.89
H 1.31 1.05 -1.40
H 0.08 1.64 -0.29
H -0.47 -0.18 -2.33
H 0.28 -1.25 -1.22
H -1.43 -0.68 0.57
H -2.06 1.62 -0.33
H -3.46 0.56 -0.10
H -2.83 0.86 -1.69
H -3.30 -1.94 -0.40
H -1.72 -2.60 -1.07
H -2.74 -1.64 -2.00
*
```

Values from the calculation:
Molecular weight, Da: 115.22
SMILES: CCNCCC(C)C
Frontier orbital gap, eV: 9.846

Atomic partial charges in e from the Löwdin method, atoms 1 to 2:
1 C -0.1059
2 C -0.3082

R.
DFT (wB97M-V/def2-TZVPD) results for a 2-piece molecular cluster, C7H17N overall.

Structure (ORCA input):
```
! RIJCOSX wB97M-V def2-TZVPD def2/J DEFGRID3
* xyz 0 1
C -2.02 0.34 0.71
C -1.75 -1.16 0.68
C -2.90 -2.01 1.18
C -1.31 -1.61 -0.74
H -1.12 0.92 0.54
H -2.76 0.61 -0.05
H -2.49 0.60 1.67
H -0.84 -1.35 1.26
H -2.58 -3.04 1.30
H -3.71 -2.08 0.45
H -3.27 -1.63 2.13
H -0.32 -1.25 -0.99
H -1.34 -2.70 -0.80
H -2.01 -1.17 -1.46
C 3.12 0.99 1.11
C 2.16 1.43 0.31
C 2.26 1.46 -1.19
N 1.12 0.79 -1.81
H 3.04 1.14 2.17
H 4.00 0.52 0.69
H 1.22 1.86 0.67
H 2.37 2.51 -1.52
H 3.20 1.01 -1.53
H 1.19 0.88 -2.82
H 0.23 1.16 -1.53
*
```

Values from the calculation:
Molecular weight, Da: 115.22
SMILES: CC(C)C.C=CCN
Frontier orbital gap, eV: 10.347

Atomic partial charges in e from the Löwdin method, atoms 1 to 2:
1 C -0.0884
2 C -0.4967

Result of the stability comparison: Q is the most stable of them.

P.
DFT (wB97M-V/def2-TZVPD) results for one molecule with the formula C7H17N.

Structure (ORCA input):
```
! RIJCOSX wB97M-V def2-TZVPD def2/J DEFGRID3
* xyz 0 1
C 2.65 -0.34 -0.85
C 2.18 0.56 0.27
C 0.48 1.07 0.34
C -0.47 -0.05 0.18
C -0.24 -1.23 1.12
C -0.62 -0.52 -1.26
C -1.99 0.80 0.68
N -3.20 0.39 0.03
H 3.74 -0.39 -0.89
H 2.30 0.00 -1.83
H 2.31 -1.37 -0.70
H 2.41 0.13 1.25
H 2.70 1.52 0.20
H 0.43 1.55 1.32
H 0.37 1.83 -0.44
H 0.61 -1.84 0.81
H -1.11 -1.88 1.15
H -0.03 -0.89 2.14
H -0.76 0.32 -1.95
H 0.23 -1.11 -1.60
H -1.47 -1.20 -1.37
H -1.91 1.89 0.62
H -2.08 0.57 1.75
H -3.26 -0.62 -0.06
H -3.26 0.79 -0.90
*
```

Values from the calculation:
Molecular weight, Da: 115.22
SMILES: CCCC(C)(C)CN
Frontier orbital gap, eV: 9.212

Atomic partial charges in e from the Löwdin method, atoms 1 to 2:
1 C -0.1497
2 C -0.1889

Q.
DFT (wB97M-V/def2-TZVPD) results for one molecule with the formula C7H17N.

Structure (ORCA input):
```
! RIJCOSX wB97M-V def2-TZVPD def2/J DEFGRID3
* xyz 0 1
C -2.45 -1.99 0.84
C -1.36 -1.48 -0.10
C -0.33 -0.55 0.56
N -0.10 0.68 -0.18
C -0.79 1.81 0.37
C 1.22 0.91 -0.75
C 2.27 1.31 0.32
C 1.68 -0.25 -1.60
H -2.03 -2.55 1.68
H -3.04 -1.18 1.26
H -3.10 -2.70 0.33
H -0.95 -2.34 -0.65
H -1.87 -0.89 -0.87
H -0.79 -0.28 1.51
H 0.61 -1.04 0.80
H -0.59 2.01 1.44
H -1.87 1.72 0.22
H -0.56 2.76 -0.13
H 1.12 1.77 -1.39
H 3.20 1.62 -0.14
H 2.53 0.39 0.88
H 1.80 1.95 1.06
H 2.73 -0.13 -1.82
H 1.14 -0.34 -2.54
H 1.53 -1.21 -1.11
*
```

Values from the calculation:
Molecular weight, Da: 115.22
SMILES: CCCN(C)C(C)C
Frontier orbital gap, eV: 9.059

Atomic partial charges in e from the Löwdin method, atoms 1 to 2:
1 C -0.1227
2 C -0.2375

Result of the stability comparison: Q is the most stable of them.

P.
DFT (wB97M-V/def2-TZVPD) results for one molecule with the formula C2H8N4.

Structure (ORCA input):
```
! RIJCOSX wB97M-V def2-TZVPD def2/J DEFGRID3
* xyz 0 1
C -1.55 0.43 1.17
C -0.22 0.14 0.58
N 0.77 1.04 0.59
N 1.80 0.70 -0.43
N 0.37 -1.07 -0.11
N -0.05 -1.02 -1.63
H -1.70 -0.21 2.18
H -2.18 -0.05 0.27
H -1.58 1.49 1.43
H 2.42 1.46 -0.35
H 2.28 -0.19 -0.34
H -0.21 -1.92 0.33
H 0.74 -0.56 -2.02
H -0.90 -0.23 -1.66
*
```

Values from the calculation:
Molecular weight, Da: 88.11
SMILES: C/C(=N/N)NN
Frontier orbital gap, eV: 9.724

Atomic partial charges in e from the Löwdin method, atoms 1 to 2:
1 C -0.0695
2 C -0.4536

Q.
DFT (wB97M-V/def2-TZVPD) results for C2H8N4 as an isolated structure.

Structure (ORCA input):
```
! RIJCOSX wB97M-V def2-TZVPD def2/J DEFGRID3
* xyz 0 1
C 0.48 -0.63 1.28
C 1.50 -0.21 -1.52
N -1.01 1.07 0.36
N -2.29 0.69 0.73
N -0.50 0.65 -0.71
N 0.42 -0.25 -0.55
H -2.82 1.50 1.02
H -2.74 0.09 0.03
H 1.54 -0.83 1.29
H -0.14 -1.52 1.30
H 0.22 0.02 2.11
H 1.09 0.04 -2.51
H 1.98 -1.19 -1.57
H 2.26 0.54 -1.27
*
```

Values from the calculation:
Molecular weight, Da: 88.11
Frontier orbital gap (alpha / beta), eV: 7.817 / 7.570

Atomic partial charges in e from the Löwdin method, atoms 1 to 2:
1 C 0.0441
2 C -0.0981

R.
DFT (wB97M-V/def2-TZVPD) results for a 2-piece molecular cluster, C2H8N4 overall.

Structure (ORCA input):
```
! RIJCOSX wB97M-V def2-TZVPD def2/J DEFGRID3
* xyz 0 1
H 0.71 3.44 2.99
N 0.54 4.14 2.28
C -0.04 3.52 1.33
N -0.53 4.12 0.22
H -0.17 2.44 1.37
H -0.07 4.98 -0.03
H -1.11 3.73 -0.51
H -1.93 -4.39 -1.06
N -1.27 -3.69 -1.39
C -0.08 -4.04 -1.10
N 0.92 -3.11 -0.83
H 0.15 -5.11 -1.10
H 1.78 -3.60 -0.61
H 1.08 -2.42 -1.55
*
```

Values from the calculation:
Molecular weight, Da: 88.11
SMILES: [H]/N=C/N.[H]/N=C/N
Frontier orbital gap, eV: 10.109

Atomic partial charges in e from the Löwdin method, atoms 1 to 2:
1 H 0.0249
2 N 0.0451

Result of the stability comparison: R is the most stable of them.

P.
DFT (wB97M-V/def2-TZVPD) results for one molecule with the formula C6H9N3OS.

Structure (ORCA input):
```
! RIJCOSX wB97M-V def2-TZVPD def2/J DEFGRID3
* xyz 0 1
C -1.05 -0.23 -1.45
C -1.12 -1.54 -0.97
C -1.71 -1.82 0.26
C -1.53 -0.95 1.33
N -0.77 0.10 1.31
C -0.42 0.83 0.28
S -1.43 2.30 -0.13
N 0.93 1.15 0.16
C 1.90 0.15 0.17
N 3.17 0.65 -0.01
O 1.66 -1.02 0.28
H -0.41 -0.01 -2.29
H -1.96 0.35 -1.42
H -0.60 -2.33 -1.49
H -1.97 -2.84 0.51
H -1.80 -1.29 2.33
H -1.33 2.84 1.09
H 1.16 2.04 -0.25
H 3.36 1.62 0.17
H 3.92 0.00 0.13
*
```

Values from the calculation:
Molecular weight, Da: 171.23
SMILES: C=C/C=C\N=C(\S)NC(N)=O
Frontier orbital gap, eV: 8.113

Atomic partial charges in e from the Löwdin method, atoms 1 to 2:
1 C -0.0757
2 C -0.1431

Q.
DFT (wB97M-V/def2-TZVPD) results for one molecule with the formula C6H9N3OS.

Structure (ORCA input):
```
! RIJCOSX wB97M-V def2-TZVPD def2/J DEFGRID3
* xyz 0 1
C -1.30 1.84 -0.41
C -0.71 1.42 0.74
C -0.35 0.09 -1.68
C 0.33 -0.43 -0.38
C -1.15 1.33 -1.78
C 0.54 0.59 0.72
N 1.62 -2.24 1.11
N 1.48 -3.48 1.55
N -1.01 -0.76 -0.69
O -1.79 -1.78 -0.84
S 1.39 -1.97 -0.49
H -2.26 2.33 -0.37
H -0.88 1.88 1.71
H -0.03 -0.41 -2.60
H -2.11 0.90 -2.09
H -0.91 2.21 -2.41
H 1.54 1.06 0.59
H 0.74 0.08 1.63
H 1.16 -4.25 0.91
H 1.28 -3.60 2.60
*
```

Values from the calculation:
Molecular weight, Da: 171.23
Frontier orbital gap (alpha / beta), eV: 8.616 / 7.367

Atomic partial charges in e from the Löwdin method, atoms 1 to 2:
1 C -0.0979
2 C -0.0571

Result of the stability comparison: P is the most stable of them.

P.
DFT (wB97M-V/def2-TZVPD) results for a 2-piece molecular cluster, C5H14O3 overall.

Structure (ORCA input):
```
! RIJCOSX wB97M-V def2-TZVPD def2/J DEFGRID3
* xyz 0 1
O 2.68 0.50 -0.93
C 3.07 -0.69 -0.24
C 1.96 -1.28 0.60
C 1.59 -0.42 1.80
O 1.12 0.89 1.43
H 2.27 1.08 -0.26
H 3.39 -1.41 -1.03
H 3.95 -0.49 0.40
H 1.06 -1.45 -0.04
H 2.28 -2.27 0.98
H 0.84 -0.93 2.44
H 2.48 -0.23 2.42
H 0.24 0.77 1.00
C -3.80 0.64 -0.12
O -2.42 0.44 -0.36
C -2.12 0.66 -1.72
H -3.98 0.45 0.96
H -4.42 -0.06 -0.70
H -4.11 1.67 -0.35
H -2.67 -0.04 -2.38
H -2.36 1.69 -2.03
H -1.04 0.49 -1.86
*
```

Values from the calculation:
Molecular weight, Da: 122.16
SMILES: OCCCO.COC
Frontier orbital gap, eV: 10.812

Atomic partial charges in e from the Löwdin method, atoms 1 to 2:
1 O -0.0868
2 C -0.2762

Q.
DFT (wB97M-V/def2-TZVPD) results for a 3-piece molecular cluster, C5H14O3 overall.

Structure (ORCA input):
```
! RIJCOSX wB97M-V def2-TZVPD def2/J DEFGRID3
* xyz 0 1
C 0.98 2.37 1.52
C -0.35 1.96 0.93
C -0.60 0.44 1.14
C 0.14 -0.51 0.60
C -0.21 -1.96 0.76
O 0.43 -2.71 -0.31
H 1.86 1.96 1.05
H 1.00 2.16 2.58
H 1.12 3.45 1.52
H -0.27 1.90 -0.13
H -1.28 2.47 1.17
H -1.46 0.16 1.76
H 1.03 -0.19 0.06
H -1.28 -2.15 0.65
H 0.14 -2.39 1.70
H 0.94 -3.43 0.07
O -2.01 0.18 -2.27
H -1.65 -0.17 -1.44
H -1.15 0.42 -2.67
O 0.83 -1.07 -2.55
H 0.84 -2.04 -2.65
H 0.96 -0.85 -3.49
*
```

Values from the calculation:
Molecular weight, Da: 122.16
SMILES: CC/C=C/CO.O.O
Frontier orbital gap, eV: 9.935

Atomic partial charges in e from the Löwdin method, atoms 1 to 2:
1 C -0.1137
2 C -0.2302

Result of the stability comparison: P is the most stable of them.